1 | # CH4ClN2O

A gas-phase ion, CH4ClN2O (charge +1) (ωB97M-V with the def2-TZVPD basis set, OMol25).

As for the charge: +1. The value obtained for the HOMO-LUMO gap is 10.058 eV. Its HOMO energy is -0.6061 Ha. As for the LUMO energy: -0.23652 hartree. The molecular weight is 95.509 g/mol.

CARTESIAN COORDINATES (ANGSTROEM)
N1 -0.4597 1.2689 -0.0197
C1 -0.5305 0.0122 0.3768
Cl1 -1.5604 -0.8367 2.0187
N2 0.1928 -0.9459 -0.1109
O1 1.1258 -0.5972 -1.0947
H1 -0.0117 1.4920 -0.8794
H2 -1.2355 1.8344 0.2965
H3 0.4602 -1.8664 0.2225
H4 2.0189 -0.3612 -0.8099

2 | # CH4ClN2O

2 unconnected molecules or ions with the total composition CH4ClN2O (ωB97M-V with the def2-TZVPD basis set, OMol25).

As for the charge: +1. The value obtained for the HOMO-LUMO gap is 10.338 eV. Its HOMO energy is -0.5873 Ha. As for the LUMO energy: -0.20739 hartree. The molecular weight is 95.509 g/mol.

CARTESIAN COORDINATES (ANGSTROEM)
C1 -0.4301 -0.1817 2.0580
N1 -0.1002 -1.2282 -0.5440
N2 -0.0050 0.6950 1.3615
O1 -0.8370 -1.2102 2.3541
Cl1 -1.7695 -0.9845 -1.0932
H1 -0.2115 -1.8772 0.2826
H2 0.5067 -1.5703 -1.4037
H3 0.3275 -0.3657 -0.2482
H4 0.0102 1.6984 1.2993

Going by the energies, 2 is most stable and the next is 121.3 kJ/mol up.